82
Properties=species:S:1:pos:R:3:forces:R:3 method="wB97M-V/def2-TZVPD" total_charge=+1 lumo_energy_ev=-3.94 e_homo_ev=-10.332 orbital_gap_ha=0.2351 multiplicity=1
K -3.429911 14.645476 5.205007 -0.35 0.90 0.08
K -0.820731 17.313793 3.723497 -0.68 0.39 0.28
C -3.980149 18.706369 5.467770 0.35 -1.12 0.39
O -3.353687 17.521626 5.039726 1.13 -0.98 -0.86
H -3.311954 19.300419 6.105567 -0.09 0.18 0.04
H -4.326160 19.350783 4.652021 -0.08 -0.04 -0.11
H -4.836870 18.403911 6.079745 -0.24 0.56 0.01
C -0.882123 21.660313 6.573512 -0.20 -0.72 0.20
C -0.333560 20.985987 7.828250 -0.38 1.02 -0.49
O -1.427183 20.372419 8.533179 0.50 -0.12 -0.46
C -1.954423 21.093852 9.510337 -0.48 -0.41 1.10
O -1.667500 22.194129 9.882266 0.37 0.57 -0.42
O -2.862197 20.325614 10.109037 -0.50 -0.86 -0.42
C -3.564729 20.887362 11.193354 -0.57 1.06 0.69
H -1.614136 22.403106 6.885641 -0.03 0.07 -0.24
H -1.372083 20.874198 5.994394 -0.23 0.25 -0.19
H -0.120683 22.121489 5.946964 0.13 0.06 0.19
H 0.083491 21.770830 8.457660 0.41 -0.40 0.17
H 0.357109 20.189368 7.568463 0.15 0.00 0.31
H -4.127687 21.781758 10.913111 0.37 0.11 -0.25
H -2.882269 21.158266 11.998076 -0.01 -0.06 0.01
H -4.338621 20.218799 11.563974 0.43 -0.58 -0.24
C -10.171602 22.880048 7.522792 0.15 -0.92 0.40
C -10.245772 21.361318 7.305057 -1.05 0.53 -1.51
O -8.965695 20.787968 7.313121 1.53 -0.46 0.88
C -8.752243 19.492968 7.632453 -1.04 0.93 -1.51
O -9.606113 18.659019 7.771749 0.15 -0.14 0.58
O -7.443960 19.314432 7.562650 0.75 0.34 0.71
C -6.898486 18.070335 7.963346 0.04 -0.86 -0.60
H -9.655966 23.084390 8.461025 -0.22 0.30 0.05
H -11.196633 23.249180 7.511586 0.04 0.13 0.29
H -9.647105 23.374893 6.707723 0.16 -0.16 0.00
H -10.596484 21.280279 6.267118 -0.27 -0.44 0.16
H -10.945126 20.813597 7.940175 0.21 0.22 0.22
H -5.864380 18.199274 8.275988 -0.13 0.47 0.15
H -6.856516 17.429600 7.076971 -0.19 -0.15 0.12
H -7.471077 17.570894 8.742117 -0.15 0.19 0.00
C -12.202212 17.654727 3.669608 0.28 -0.98 0.35
C -11.309156 18.228149 4.757409 -0.30 -0.63 -0.70
O -10.248585 19.011372 4.204177 -0.11 1.30 0.12
C -9.159469 18.427995 3.772271 0.04 -0.94 0.20
O -8.950797 17.237524 3.749279 -0.02 -0.08 -0.05
O -8.285726 19.353628 3.382006 -0.24 0.39 -0.39
C -7.104928 18.851826 2.801192 1.05 -0.66 -0.12
H -11.630504 17.157406 2.884329 0.12 0.52 -0.22
H -12.915709 18.385870 3.301855 0.04 -0.11 -0.24
H -12.709134 16.791282 4.111991 -0.47 0.34 0.09
H -10.877149 17.424947 5.350298 -0.04 0.20 0.24
H -11.924370 18.914678 5.331898 0.44 0.02 0.41
H -6.725244 17.991829 3.353330 0.08 0.22 0.35
H -6.375805 19.656524 2.792858 -0.07 0.09 0.18
H -7.179489 18.468916 1.780023 -0.71 0.31 -0.10
C -4.399782 16.475651 1.690332 -0.13 -0.21 -0.77
C -3.388586 16.395614 0.542709 0.20 0.76 1.37
O -3.590029 15.261183 -0.266305 -0.04 -0.07 -0.43
C -2.727632 14.268812 -0.116796 0.41 -0.51 0.33
O -1.854690 14.212275 0.716882 0.18 -0.01 0.41
O -2.985999 13.338348 -1.006814 -0.78 0.26 -0.36
C -2.421330 12.059114 -0.866641 0.89 -1.42 -0.59
H -5.417118 16.343061 1.320548 -0.05 0.45 0.01
H -4.245806 17.415624 2.219220 -0.31 -0.02 0.12
H -4.271359 15.656613 2.401256 0.32 -0.02 -0.01
H -2.416994 16.378172 1.043542 0.23 -0.31 -0.48
H -3.368765 17.271144 -0.105363 -0.46 -0.05 -0.02
H -2.497248 11.610726 0.122528 -0.17 0.43 0.16
H -1.379240 11.997412 -1.190551 0.09 0.55 0.29
H -2.919706 11.400082 -1.577075 -0.41 0.26 0.13
C -2.695757 26.904540 5.593959 0.07 -1.05 -0.64
C -3.842698 26.379631 4.736435 -0.99 0.92 0.52
O -3.499798 25.131377 4.146507 0.91 0.09 -0.04
C -4.466806 24.291402 3.869194 -0.45 -1.50 0.12
O -5.651570 24.412310 4.004334 -0.13 0.70 0.02
O -3.886978 23.140672 3.459446 0.92 0.37 -0.19
C -4.713533 22.065260 3.101297 -0.87 -0.72 -0.23
H -2.344445 26.048635 6.174435 0.12 0.17 0.17
H -3.005439 27.683905 6.282874 -0.12 0.13 -0.16
H -1.876082 27.232704 4.956381 0.05 0.17 0.15
H -4.132257 27.063889 3.934516 0.14 0.03 0.06
H -4.732823 26.233842 5.354210 0.05 -0.04 -0.06
H -4.398810 21.607251 2.160102 0.25 0.49 -0.12
H -5.750352 22.386695 3.003840 0.04 -0.04 0.06
H -4.652075 21.252391 3.827380 -0.01 0.33 0.34

***

16
Properties=species:S:1:pos:R:3:forces:R:3 method="wB97M-V/def2-TZVPD" total_charge=0 lumo_energy_ev=-0.69 e_homo_ev=-8.547 orbital_gap_ha=0.2886 multiplicity=1
C 0.472374 1.253402 1.159655 -0.06 0.10 0.13
C 0.984640 -0.693441 -0.414096 -0.24 0.17 0.21
C 0.244741 0.696778 -0.013627 2.12 -1.71 -0.56
C 2.449353 -1.233828 -0.515334 -1.48 1.32 0.11
C 0.341759 -1.782505 0.476998 0.07 -0.16 -0.08
C -0.676364 1.225228 -1.054045 0.00 0.16 0.08
I 3.925740 0.115096 -0.003823 -0.06 0.17 0.08
H -0.037473 2.150132 1.468064 -0.15 0.23 0.02
H 1.164072 0.833796 1.869716 0.18 -0.13 0.10
H 0.671179 -0.905714 -1.449888 0.01 -0.09 0.02
H -0.730572 -1.837854 0.309381 -0.11 0.07 0.03
H 0.521518 -1.530562 1.518473 -0.04 -0.02 0.12
H 0.782835 -2.757203 0.278636 -0.06 -0.09 -0.02
H -1.443987 0.496451 -1.312661 -0.05 -0.07 -0.07
H -0.118235 1.465453 -1.958858 -0.03 0.00 -0.11
H -1.160799 2.129431 -0.692583 -0.10 0.06 -0.06

***

12
Properties=species:S:1:pos:R:3:forces:R:3 method="wB97M-V/def2-TZVPD" total_charge=+4 s2=6.02 lumo_energy_ev="-20.64 / -25.49" e_homo_ev="-31.594 / -31.636" orbital_gap_ha="0.4025 / 0.2259" multiplicity=5
H 0.362015 -0.766980 0.413831 0.17 0.63 -0.18
C 2.080109 -1.708252 1.325790 -2.84 -1.44 -0.56
C 1.052923 -0.645558 1.276162 -1.60 -1.48 -1.10
O 0.760460 0.008412 2.263664 2.90 -2.01 -1.30
Rh -0.381927 1.264115 2.951830 -3.74 4.01 2.31
H 2.105555 -2.390276 0.468818 0.34 -0.08 -0.52
O 4.494790 -0.864443 1.794258 -3.43 -1.47 -0.05
C 3.402967 -1.427843 1.924481 6.81 0.51 3.48
C 2.581376 -2.233686 2.737360 -0.59 0.90 -0.67
H 4.555609 -0.254019 1.028790 1.43 1.12 -1.16
H 2.133305 -1.739295 3.610101 0.14 0.29 0.16
H 2.806917 -3.300321 2.834036 0.40 -0.99 -0.43

***

7
Properties=species:S:1:pos:R:3:forces:R:3 method="wB97M-V/def2-TZVPD" total_charge=0 smiles="C=S.O" lumo_energy_ev=-0.38 e_homo_ev=-8.755 orbital_gap_ha=0.3077 multiplicity=1
C 0.057622 1.896569 -0.523330 -3.18 -2.14 0.88
S 0.636499 0.515199 0.078569 0.68 0.97 -0.25
H -1.062496 2.049687 -0.456461 1.35 -0.04 0.45
H 0.457128 2.573311 -1.188342 1.90 1.37 -1.09
O -2.333483 0.446092 0.169131 -0.35 -0.12 1.42
H -2.541805 0.246376 -0.754344 0.49 -0.96 0.75
H -1.878430 -0.232353 0.752561 -0.89 0.91 -2.15